1) {"formula": "C6H9N", "method": "ωB97M-V/def2-TZVPD", "lumo_energy_ev": 1.2, "homo_energy_ev": -8.451, "total_charge": 0, "homo_lumo_gap_ha": 0.3538, "elements": ["N", "C", "C", "C", "C", "C", "C", "H", "H", "H", "H", "H", "H", "H", "H", "H"], "positions_angstrom": [[-0.28, 1.08, -0.01], [0.83, 0.35, 0.67], [-0.39, -1.33, 0.43], [-0.24, -0.35, 1.58], [-0.22, 1.30, -1.44], [1.01, -1.01, -0.07], [-1.15, 0.02, 0.47], [0.49, 2.10, -1.66], [-0.38, -0.44, 2.64], [0.05, 0.41, -2.02], [-0.91, -2.28, 0.43], [1.23, -1.01, -1.14], [1.75, -1.62, 0.46], [-2.23, 0.09, 0.45], [1.69, 0.94, 0.99], [-1.21, 1.62, -1.77]], "mulliken_charge": [-0.1492, -0.3009, -0.1695, -0.3491, -0.8856, -0.7097, -0.6011, 0.2901, 0.4176, 0.2928, 0.4047, 0.2452, 0.3125, 0.4231, 0.4580, 0.3211]}

2) {"formula": "C6H9N", "method": "ωB97M-V/def2-TZVPD", "lumo_energy_ev": 1.1, "homo_energy_ev": -8.044, "total_charge": 0, "homo_lumo_gap_ha": 0.3353, "elements": ["N", "C", "C", "C", "C", "C", "C", "H", "H", "H", "H", "H", "H", "H", "H", "H"], "positions_angstrom": [[-0.13, -1.00, -1.88], [-0.17, -1.62, -0.66], [-0.07, -0.67, 0.32], [-0.06, 0.35, -1.69], [0.01, 0.59, -0.35], [0.18, 1.93, 0.30], [0.06, -0.83, 1.80], [1.16, 2.00, 0.79], [-0.46, -1.42, -2.73], [-0.04, 1.04, -2.52], [-0.58, 2.15, 1.05], [0.14, 2.72, -0.44], [-0.33, -2.68, -0.59], [0.12, -1.87, 2.13], [0.95, -0.33, 2.16], [-0.78, -0.35, 2.31]], "mulliken_charge": [-0.0571, -0.8816, 0.6775, -0.9114, 0.8094, -1.2644, -1.2248, 0.2807, 0.2340, 0.3830, 0.2893, 0.3585, 0.3957, 0.3502, 0.2821, 0.2788]}

3) {"formula": "C6H9N", "method": "ωB97M-V/def2-TZVPD", "lumo_energy_ev": -0.2, "homo_energy_ev": -8.437, "total_charge": 0, "homo_lumo_gap_ha": 0.3022, "elements": ["N", "C", "C", "C", "C", "C", "C", "H", "H", "H", "H", "H", "H", "H", "H", "H"], "positions_angstrom": [[1.60, -0.01, -0.38], [-0.55, 0.11, 0.84], [-1.25, -0.23, -0.46], [0.78, 0.74, 0.57], [1.77, -1.39, 0.05], [-3.28, 1.48, -0.14], [-2.39, 0.69, -0.35], [2.51, 0.43, -0.45], [2.09, -1.50, 1.10], [-1.63, -1.26, -0.42], [2.49, -1.90, -0.59], [1.31, 0.95, 1.51], [0.81, -1.93, -0.06], [-4.08, 2.17, 0.05], [-0.69, -0.08, -1.39], [0.50, 1.72, 0.12]], "mulliken_charge": [-0.4022, -0.5741, -0.1766, -0.3928, -0.8071, 0.2647, -0.7035, 0.2630, 0.3055, 0.2714, 0.3413, 0.3503, 0.2288, 0.4012, 0.2816, 0.3485]}

Energies in hartree, measured from the most stable structure: 1) 0.1139; 2) 0.0000; 3) 0.2261.

1) {"formula": "C4H4N2O", "method": "ωB97M-V/def2-TZVPD", "lumo_energy_ev": -0.2, "homo_energy_ev": -9.423, "total_charge": 0, "homo_lumo_gap_ha": 0.3407, "elements": ["O", "N", "N", "C", "C", "C", "C", "H", "H", "H", "H"], "positions_angstrom": [[-2.01, -0.60, 2.10], [-0.55, -1.28, 0.29], [1.81, -0.56, -0.40], [-1.17, -0.55, 1.27], [-0.45, 1.56, -0.01], [0.61, -0.86, -0.72], [-0.55, 0.27, 0.27], [0.30, 1.95, -0.69], [0.37, -1.41, -1.64], [-0.83, 2.30, 0.68], [2.46, -0.82, -1.15]], "mulliken_charge": [-0.5175, -0.2639, -0.5831, 0.6137, -0.8859, 0.0679, 0.3185, 0.3190, 0.3844, 0.2700, 0.2769]}

2) {"formula": "C4H4N2O", "method": "ωB97M-V/def2-TZVPD", "lumo_energy_ev": -0.1, "homo_energy_ev": -9.210, "total_charge": 0, "homo_lumo_gap_ha": 0.3339, "elements": ["O", "N", "N", "C", "C", "C", "C", "H", "H", "H", "H"], "positions_angstrom": [[1.21, -0.54, 0.44], [-0.59, -0.14, -1.17], [0.83, -2.04, -1.19], [0.54, -0.93, -0.69], [-0.96, 0.87, -0.44], [-0.36, 1.14, 0.78], [0.60, 0.36, 1.24], [-0.65, 1.82, 1.57], [-1.79, 1.38, -0.85], [0.90, 0.24, 2.41], [0.27, -2.15, -2.11]], "mulliken_charge": [-0.3128, -0.5255, -0.6429, 0.5386, -0.1235, -0.3599, 0.0900, 0.3085, 0.4459, 0.2735, 0.3081]}

3) {"formula": "C4H4N2O", "method": "ωB97M-V/def2-TZVPD", "lumo_energy_ev": 0.4, "homo_energy_ev": -9.492, "total_charge": 0, "homo_lumo_gap_ha": 0.3618, "elements": ["O", "N", "N", "C", "C", "C", "C", "H", "H", "H", "H"], "positions_angstrom": [[2.71, -0.94, 0.12], [-1.58, -0.02, 1.00], [-0.46, 0.34, -0.88], [1.78, -0.22, -0.16], [-0.40, -0.72, 1.03], [0.33, -0.50, -0.12], [-1.58, 0.60, -0.16], [-0.10, -1.28, 1.90], [1.91, 0.87, -0.37], [-0.29, 0.58, -1.84], [-2.32, 1.30, -0.52]], "mulliken_charge": [-0.4618, -0.5625, -0.0785, 0.0522, -0.2333, 0.1336, -0.1166, 0.4124, 0.2796, 0.2228, 0.3522]}

4) {"formula": "C4H4N2O", "method": "ωB97M-V/def2-TZVPD", "lumo_energy_ev": [-0.7, -0.7], "homo_energy_ev": [-8.783, -8.780], "total_charge": 0, "homo_lumo_gap_ha": [0.2979, 0.2978], "elements": ["O", "N", "N", "C", "C", "C", "C", "H", "H", "H", "H"], "positions_angstrom": [[0.07, -1.77, -0.54], [-0.53, -1.20, 2.20], [0.61, -1.26, -1.52], [-0.38, 0.83, 0.68], [-0.08, 0.98, -0.72], [-0.39, -0.30, 1.40], [0.37, 0.11, -1.66], [-0.51, 1.74, 1.26], [0.29, -1.66, 2.58], [0.68, 0.49, -2.63], [-0.13, 2.02, -1.05]], "mulliken_charge": [-0.3413, -0.4789, -0.1545, -0.6816, 0.0778, 0.6500, -0.2976, 0.3045, 0.3065, 0.3497, 0.2655]}

Energies in hartree, measured from the most stable structure: 1) 0.1981; 2) 0.0393; 3) 0.0000; 4) 0.1217.

1) {"formula": "C4H4N2O", "method": "ωB97M-V/def2-TZVPD", "lumo_energy_ev": [-0.4, 0.4], "homo_energy_ev": [-7.879, -7.898], "total_charge": 0, "homo_lumo_gap_ha": [0.2736, 0.3066], "elements": ["O", "N", "N", "C", "C", "C", "C", "H", "H", "H", "H"], "positions_angstrom": [[-0.39, 0.78, 0.81], [1.57, -0.42, 0.85], [0.81, -0.70, -0.31], [-0.27, 0.00, -0.26], [2.66, -1.07, 1.05], [0.82, 0.61, 1.47], [-1.28, -0.05, -1.37], [-2.32, -0.11, -0.97], [-1.28, -0.97, -1.97], [1.13, 0.99, 2.45], [-1.45, 0.94, -1.75]], "mulliken_charge": [-0.3229, 0.4294, -0.5999, 0.7051, -0.1597, -0.3626, -1.0255, 0.3196, 0.3186, 0.4102, 0.2877]}

2) {"formula": "C4H4N2O", "method": "ωB97M-V/def2-TZVPD", "lumo_energy_ev": 0.0, "homo_energy_ev": -11.522, "total_charge": 0, "homo_lumo_gap_ha": 0.4221, "elements": ["O", "N", "N", "C", "C", "C", "C", "H", "H", "H", "H"], "positions_angstrom": [[-0.07, -0.90, -0.75], [-1.70, 1.76, 0.99], [2.81, -0.67, 1.19], [2.03, -0.46, 0.35], [0.99, -0.01, -0.59], [-1.25, -0.45, -0.07], [-1.12, 0.93, 0.44], [-1.50, -1.05, 0.82], [1.42, 0.30, -1.56], [0.51, 0.96, -0.08], [-2.11, -0.41, -0.74]], "mulliken_charge": [-0.3880, -0.4293, -0.3898, 0.1943, -0.0852, -0.0877, 0.1742, 0.2736, 0.3030, 0.1680, 0.2669]}

3) {"formula": "C4H4N2O", "method": "ωB97M-V/def2-TZVPD", "lumo_energy_ev": 0.4, "homo_energy_ev": -9.582, "total_charge": 0, "homo_lumo_gap_ha": 0.3658, "elements": ["O", "N", "N", "C", "C", "C", "C", "H", "H", "H", "H"], "positions_angstrom": [[-2.48, -1.28, 0.08], [0.65, -0.93, 0.10], [1.52, 1.11, -0.16], [0.17, 1.20, -0.07], [-1.86, -0.24, 0.05], [-0.42, -0.04, 0.09], [1.77, -0.18, -0.05], [-2.39, 0.74, -0.05], [2.76, -0.61, -0.11], [-0.36, 2.14, -0.13], [0.64, -1.92, 0.24]], "mulliken_charge": [-0.5130, -0.0717, -0.5914, -0.2713, -0.1017, 0.4811, -0.1432, 0.2628, 0.3752, 0.3659, 0.2072]}

Energies in hartree, measured from the most stable structure: 1) 0.2381; 2) 0.0891; 3) 0.0000.

1) {"formula": "C12H27Cl6N", "method": "ωB97M-V/def2-TZVPD", "lumo_energy_ev": 0.5, "homo_energy_ev": -7.980, "total_charge": 0, "homo_lumo_gap_ha": 0.3127, "elements": ["Cl", "Cl", "Cl", "Cl", "Cl", "Cl", "N", "C", "C", "C", "C", "C", "C", "C", "C", "C", "C", "C", "C", "H", "H", "H", "H", "H", "H", "H", "H", "H", "H", "H", "H", "H", "H", "H", "H", "H", "H", "H", "H", "H", "H", "H", "H", "H", "H", "H"], "positions_angstrom": [[-29.79, -38.51, 6.82], [-27.78, -32.96, 3.95], [-28.57, -29.77, 4.86], [-31.48, -35.37, 3.03], [-27.81, -36.26, 8.53], [-32.48, -35.42, 6.18], [-31.49, -31.77, 8.48], [-31.50, -30.64, 9.29], [-32.44, -31.78, 7.36], [-31.05, -29.30, 8.64], [-29.98, -33.52, 9.49], [-30.94, -34.85, 5.54], [-33.77, -32.09, 7.81], [-28.13, -37.94, 9.04], [-28.91, -31.20, 5.88], [-29.51, -38.35, 8.54], [-27.83, -32.29, 5.60], [-30.50, -35.62, 4.39], [-31.44, -33.07, 9.21], [-28.90, -30.93, 6.93], [-30.33, -36.83, 4.51], [-31.11, -28.48, 9.34], [-30.99, -30.84, 10.22], [-31.74, -33.97, 8.46], [-29.80, -34.04, 8.54], [-30.27, -37.61, 8.95], [-32.52, -30.80, 9.79], [-29.95, -31.54, 5.59], [-29.77, -39.42, 8.91], [-27.53, -38.52, 8.37], [-30.05, -29.36, 8.27], [-34.00, -32.91, 8.64], [-31.97, -33.05, 10.13], [-29.59, -35.35, 4.04], [-32.34, -32.69, 6.88], [-34.42, -32.19, 6.86], [-34.24, -31.26, 8.39], [-32.04, -31.02, 6.63], [-31.12, -33.75, 5.42], [-30.12, -34.90, 6.44], [-31.64, -29.08, 7.83], [-30.01, -34.29, 10.22], [-26.80, -32.00, 5.74], [-28.00, -33.15, 6.20], [-29.29, -32.90, 10.10], [-28.02, -37.98, 10.15]], "mulliken_charge": [-0.1460, -0.1969, -0.2061, -0.2100, -0.1299, -0.1908, 0.8786, -0.7068, 0.1953, -1.3969, -0.6904, 0.3504, -1.4224, -0.4798, 0.2722, -0.4556, -0.2229, -0.1879, -0.5613, 0.0901, 0.0610, 0.4132, 0.4175, 0.0435, -0.2967, 0.2531, 0.3833, -0.1645, 0.3372, 0.3184, 0.2390, 0.1887, 0.4506, 0.2824, -0.5660, 0.3721, 0.4107, 0.4792, 0.0446, -0.1881, 0.3923, 0.4491, 0.4613, -0.0373, 0.3572, 0.3153]}

2) {"formula": "C12H27Cl6N", "method": "ωB97M-V/def2-TZVPD", "lumo_energy_ev": 0.4, "homo_energy_ev": -7.892, "total_charge": 0, "homo_lumo_gap_ha": 0.3052, "elements": ["Cl", "Cl", "Cl", "Cl", "Cl", "Cl", "N", "C", "C", "C", "C", "C", "C", "C", "C", "C", "C", "C", "C", "H", "H", "H", "H", "H", "H", "H", "H", "H", "H", "H", "H", "H", "H", "H", "H", "H", "H", "H", "H", "H", "H", "H", "H", "H", "H", "H"], "positions_angstrom": [[1.98, -3.68, -1.13], [-5.18, -3.35, -1.76], [-1.49, -2.80, 3.68], [-4.34, -4.34, 1.42], [1.16, -4.89, 1.93], [-0.10, 0.32, 2.92], [1.14, 3.35, -1.07], [0.27, -1.27, 2.12], [1.66, -5.44, -0.79], [0.30, 4.23, -0.19], [2.69, 1.30, -0.93], [2.05, 2.51, -0.21], [-4.73, -2.69, 0.87], [-4.29, -2.35, -0.49], [1.79, 3.94, -2.29], [2.30, 5.17, -2.02], [0.58, -5.46, 0.38], [-0.89, 3.60, 0.60], [-0.97, -2.08, 2.08], [1.00, 4.45, -2.90], [1.34, -5.84, -1.81], [2.91, 3.06, 0.30], [-1.66, 4.28, 1.05], [-5.88, -2.67, 0.73], [-3.25, -2.21, -0.61], [-1.87, -1.59, 1.73], [-4.49, -1.38, -0.73], [2.43, -5.90, -0.37], [1.65, 2.28, 0.77], [-4.24, -2.08, 1.70], [-0.58, 2.74, 1.29], [3.38, 1.52, -1.62], [3.31, 0.78, -0.27], [2.03, 5.77, -1.24], [0.45, -1.04, 1.30], [-0.39, -4.88, 0.04], [-1.43, 3.14, -0.18], [-0.03, 5.02, -0.82], [2.29, 6.00, -2.93], [1.00, 4.59, 0.48], [1.06, -1.54, 2.70], [-0.87, -2.97, 1.67], [2.29, 3.18, -2.76], [0.44, -6.39, 0.55], [1.75, 0.66, -1.18], [3.41, 4.92, -2.01]], "mulliken_charge": [-0.1785, -0.1877, -0.1966, -0.1744, -0.1497, -0.2504, 0.0738, -0.4505, -0.5041, -0.7357, -1.5090, -0.4615, -0.4095, -0.5464, -0.4290, -1.2788, -0.5095, -1.0617, -0.0320, 0.2052, 0.3120, 0.2680, 0.3770, 0.3480, 0.3329, 0.3568, 0.4051, 0.3647, 0.4634, 0.2573, 0.0321, 0.5915, 0.4491, 0.4194, 0.3506, 0.2123, 0.3689, 0.5116, 0.3234, 0.4572, 0.4644, -0.3025, 0.5085, 0.4743, 0.1918, 0.2480]}

Energies in hartree, measured from the most stable structure: 1) 0.0000; 2) 0.1155.

1) {"formula": "C5H11IN3", "method": "ωB97M-V/def2-TZVPD", "lumo_energy_ev": -4.3, "homo_energy_ev": -12.897, "total_charge": 1, "homo_lumo_gap_ha": 0.3148, "elements": ["I", "N", "N", "N", "C", "C", "C", "C", "C", "H", "H", "H", "H", "H", "H", "H", "H", "H", "H", "H"], "positions_angstrom": [[1.97, 2.70, -1.17], [-0.71, 0.00, 0.71], [1.39, -0.56, 0.35], [0.37, 1.49, -1.50], [0.41, 0.68, -2.68], [0.37, 0.18, 0.02], [-0.46, -1.03, 1.73], [-1.98, 0.64, 0.57], [1.03, -1.40, 1.50], [-1.13, -1.88, 1.57], [1.66, -1.17, 2.36], [1.16, -2.46, 1.24], [0.28, 1.38, -3.51], [-2.74, -0.10, 0.29], [-0.44, 0.00, -2.67], [2.33, -0.48, 0.00], [-0.64, -0.62, 2.72], [1.33, 0.13, -2.85], [-2.28, 1.10, 1.51], [-1.91, 1.40, -0.20]], "mulliken_charge": [0.2172, 0.0898, -0.0828, -0.4088, -0.7701, 0.3716, -0.5372, -0.9442, -0.5039, 0.3320, 0.3183, 0.3086, 0.3338, 0.3334, 0.3301, 0.2430, 0.3391, 0.3513, 0.3247, 0.3541]}

2) {"formula": "C5H11IN3", "method": "ωB97M-V/def2-TZVPD", "lumo_energy_ev": -3.9, "homo_energy_ev": -13.575, "total_charge": 1, "homo_lumo_gap_ha": 0.3559, "elements": ["I", "N", "N", "N", "C", "C", "C", "C", "C", "H", "H", "H", "H", "H", "H", "H", "H", "H", "H", "H"], "positions_angstrom": [[1.23, 2.88, 0.63], [-1.40, 0.41, 1.43], [0.45, -0.04, 2.66], [-1.78, 0.91, 0.18], [0.62, 0.77, 0.32], [1.86, -0.21, 0.08], [-0.12, 0.33, 1.53], [-0.81, -0.60, -1.46], [-0.65, 0.75, -0.76], [-1.00, -1.34, -0.66], [-1.70, -0.64, -2.14], [2.44, 0.04, -0.75], [1.45, -0.34, 2.45], [2.57, 0.05, 0.91], [0.07, -0.77, -2.04], [-2.03, 1.93, 0.26], [-2.54, 0.20, -0.17], [1.81, -1.33, 0.16], [-0.12, -0.03, 3.50], [-0.52, 1.64, -1.45]], "mulliken_charge": [0.2201, -0.9013, -0.2852, 0.2861, 0.3350, -1.6894, 0.2180, -1.4967, -0.0571, 0.4602, 0.3693, 0.4388, 0.2483, 0.5963, 0.3726, 0.4173, 0.4279, 0.3302, 0.2903, 0.4194]}

Energies in hartree, measured from the most stable structure: 1) 0.0479; 2) 0.0000.